Computed, not measured: a cluster of 14 separate species, C6H38BBrI2O14P in total in a non-equilibrium geometry, with ωB97M-V with the def2-TZVPD basis set.

Values from the calculation:
Net charge: -1
HOMO level in eV: -5.500
Molecular weight in g/mol: 709.85
Multiplicity: 1
LUMO in Eh: 0.072
Electronic energy in eV: -131715.636

```
63
Properties=species:S:1:pos:R:3:forces:R:3
C -4.1282 2.3322 -1.1950 0.020 -0.992 -0.432
C -3.1522 2.2989 -2.3829 0.246 0.799 0.025
C -1.6773 2.4034 -1.9400 -0.932 -0.542 0.126
Br -0.6297 2.6926 -3.6022 0.141 0.189 0.187
B -1.2035 1.1266 -1.0470 0.487 0.550 0.005
P -0.7427 -0.4172 -2.1426 -1.405 0.022 -0.472
O -1.5904 -0.5767 -3.4026 0.540 -0.324 0.388
C -0.0551 1.4443 0.0731 -0.434 -0.815 0.120
I 1.3232 3.0448 -0.4112 -0.257 -0.289 0.213
C 0.1267 0.8261 1.2497 0.852 0.833 -0.486
C 1.1317 1.1649 2.3211 -0.820 -0.594 0.935
I -1.1265 -0.8413 1.7784 0.213 0.551 -0.065
H -4.2569 1.3031 -0.8486 -0.054 0.103 0.246
H -5.1055 2.6741 -1.5342 0.055 0.173 0.115
H -3.7760 2.9186 -0.3486 0.009 0.192 -0.066
H -3.3685 3.1699 -3.0110 0.063 -0.028 -0.074
H -3.2882 1.4231 -3.0143 -0.051 -0.162 0.114
H -1.6185 3.3149 -1.3403 0.394 0.153 -0.255
H -2.1785 0.7583 -0.4375 0.047 -0.100 0.050
H -1.0310 -1.5425 -1.3157 0.682 0.093 -0.027
H 0.6596 -0.5200 -2.3627 -0.107 -0.109 0.039
H 1.7634 0.3177 2.5996 0.019 0.102 -0.319
H 0.5586 1.3942 3.2293 0.054 0.048 0.036
H 1.7273 2.0439 2.1026 0.043 -0.093 -0.286
O -7.2612 3.5597 -2.1218 -0.302 -0.134 0.074
H -7.7090 4.1138 -1.4742 0.070 0.059 0.027
H -7.9709 3.2230 -2.6795 0.053 0.038 -0.120
O 0.8131 -2.6503 4.1402 -0.177 -0.138 0.100
H -0.0296 -2.4947 3.6884 0.297 0.124 -0.023
H 0.5631 -2.9852 5.0062 0.024 -0.009 0.022
O 3.9965 1.2208 -2.2268 0.056 -0.099 0.137
H 4.4090 1.9922 -2.6233 -0.016 0.019 -0.058
H 3.4659 1.5824 -1.5034 -0.072 -0.034 -0.105
O -2.5180 -3.3325 -3.6623 -0.168 -0.039 0.286
H -3.4744 -3.2996 -3.7486 -0.023 0.010 -0.126
H -2.2538 -2.3943 -3.5879 0.242 0.363 -0.129
O -2.5814 3.0593 1.8831 0.053 -0.003 0.084
H -2.2747 3.1427 2.7899 0.011 0.016 0.037
H -1.9926 2.3959 1.4981 -0.026 -0.038 -0.165
O 3.7677 -0.6097 1.8586 -0.171 0.063 0.055
H 3.9282 -1.1592 1.0861 0.049 0.009 -0.070
H 4.5974 -0.6583 2.3450 0.114 -0.111 -0.110
O -3.6595 -2.1126 -0.6126 -0.083 -0.241 0.053
H -3.4554 -2.6637 -1.3775 0.074 0.055 -0.120
H -2.8354 -2.1101 -0.1121 -0.022 0.180 -0.022
O 5.5479 1.5512 1.6640 0.053 0.256 0.099
H 4.5840 1.5319 1.6077 0.001 -0.255 -0.079
H 5.7764 2.4833 1.7226 0.008 0.006 -0.016
O 6.0704 -2.5554 1.8616 0.310 0.017 0.106
H 6.2165 -3.1086 1.0846 -0.241 -0.040 -0.026
H 6.8982 -2.6012 2.3521 0.020 0.046 0.114
O 4.4249 -4.1299 0.3753 0.156 -0.242 0.179
H 3.9951 -3.5543 1.0170 0.012 0.011 0.064
H 3.6991 -4.4420 -0.1687 -0.070 0.160 -0.156
O 2.4191 -2.6537 -1.2250 0.025 -0.042 -0.044
H 2.4388 -3.2274 -1.9970 -0.113 0.051 -0.074
H 2.7318 -1.8056 -1.5595 -0.029 0.077 0.026
O -7.9935 0.5024 -1.0233 -0.121 0.064 0.076
H -7.2194 0.1804 -0.5506 0.066 -0.045 -0.066
H -7.8025 1.4349 -1.1725 0.188 0.047 -0.035
O 7.6810 -3.5136 4.5209 -0.079 0.029 -0.011
H 6.7282 -3.6391 4.5924 -0.023 -0.033 -0.094
H 7.9173 -3.0267 5.3155 0.047 0.042 -0.008
```
Forces are in eV/Å.